C21H19F2N2O4S | wB97M-V/def2-TZVPD

Values from the calculation:
- relative energy (zero: lowest compared OMol25 entry of this formula, charge and spin) (eV) = 0.3900
- E_HOMO (eV) = -2.67
- HOMO-LUMO gap (eV) = 4.9
- E (Ha) = -1820.02606
- LUMO (eV) = 2.2
- charge = -1

Positions of all 49 atoms, in Å:
C1 3.0604 -4.1082 2.2803
C2 3.2861 -2.7142 2.7917
O1 2.2806 -1.8745 2.1374
C3 2.5872 -0.5701 2.1504
C4 1.4329 0.3292 1.7409
C5 1.6945 1.7778 2.0339
N1 0.2312 -0.2428 2.0687
C6 -0.9332 0.2891 2.0429
C7 -2.1389 -0.5319 2.0427
C8 -3.4164 0.0240 2.2649
C9 -4.5339 -0.8058 2.3217
C10 -4.3923 -2.1923 2.1497
C11 -3.1240 -2.7493 1.9167
C12 -2.0025 -1.9198 1.8569
O2 3.6720 -0.1198 2.4702
H1 3.6885 -4.8019 2.8398
H2 2.0202 -4.4297 2.3920
H3 3.3495 -4.1786 1.2275
H4 3.1094 -2.6520 3.8761
H5 4.2904 -2.3467 2.5410
H6 2.7751 1.9344 1.9222
H7 1.1421 2.4090 1.3232
H8 1.3798 2.0523 3.0577
H9 -1.0794 1.3853 2.0390
H10 -3.4921 1.1051 2.3876
H11 -5.5177 -0.3715 2.5035
H12 -5.2705 -2.8382 2.2029
H13 -3.0015 -3.8245 1.7846
H14 -1.0003 -2.3110 1.6769
F1 2.2187 -2.2015 -0.9231
C13 1.7844 -1.1274 -1.6684
F2 0.6176 -1.4637 -2.3056
S1 1.5856 0.2624 -0.4922
N2 0.7202 1.2754 -1.8606
C14 -0.5600 1.7748 -1.6804
O3 -1.2327 1.6719 -0.6584
C15 -0.8900 2.4606 -2.9776
C16 0.1942 2.3457 -3.8261
C17 0.1943 2.8843 -5.1136
C18 -0.9733 3.5471 -5.5265
C19 -2.0835 3.6670 -4.6612
C20 -2.0510 3.1313 -3.3627
C21 1.2609 1.5546 -3.1262
O4 2.3545 1.1990 -3.5371
H15 2.5630 -0.8523 -2.3918
H16 1.0815 2.7682 -5.7399
H17 -1.0221 3.9831 -6.5279
H18 -2.9777 4.1912 -5.0050
H19 -2.8816 3.2052 -2.6588